1.
This record from the OMol25 dataset describes one molecule with the formula C18H14N4OS. The level of theory is ωB97M-V/def2-TZVPD.

Properties
**Orbital gap**: 0.2961 Eh
**Molecular weight**: 334.4 g/mol
**SMILES string**: Nc1nc(-c2cccc(CO)c2)nc2sc(-c3ccccc3)nc12
**Net charge**: 0
**Energy relative to the best compared isomer or geometry (same formula, charge and spin)**: 12.1 kJ/mol

Last column: Löwdin charge in e.
Positions of all 38 atoms, in Å:
N (0.42286, -1.72816, 1.93097)  0.117
N (-0.91209, 0.53025, -0.50967)  0.127
N (1.42702, 0.62256, -0.70777)  0.180
O (2.26008, 3.48340, -5.92595)  -0.073
S (-2.01831, -1.02142, 1.42822)  1.123
C (-0.81971, -1.95421, 2.33782)  -0.471
C (0.20792, 0.95992, -1.07491)  -0.290
C (-0.74445, -0.35580, 0.48253)  -0.524
C (1.52842, -0.22380, 0.26285)  -0.371
C (-1.90202, -4.44909, 5.71820)  -0.083
C (-0.59550, -4.46145, 5.23872)  -0.069
C (-2.85803, -3.66491, 5.06496)  -0.079
C (-1.32576, 3.26127, -3.68644)  -0.062
C (-0.25545, -3.65946, 4.13382)  -0.027
C (-2.51302, -2.89765, 3.94960)  -0.056
C (-1.21401, 2.34953, -2.62721)  -0.023
C (-0.20016, 3.75150, -4.35651)  -0.038
C (1.17885, 2.47276, -2.83925)  0.024
C (0.48196, -0.78812, 0.91426)  -0.254
C (-1.18479, -2.85021, 3.47082)  -0.211
C (0.05916, 1.92903, -2.19646)  -0.136
C (1.05101, 3.35068, -3.93272)  -0.233
N (2.83144, -0.49688, 0.53260)  0.141
C (2.23144, 3.98664, -4.57798)  -0.213
H (2.43733, 2.52008, -5.90930)  0.104
H (-2.21986, -5.00260, 6.59055)  0.101
H (0.10118, -5.14145, 5.70274)  0.100
H (-3.86733, -3.64959, 5.42565)  0.097
H (-2.30960, 3.51338, -4.08628)  0.103
H (0.78030, -3.60047, 3.83976)  0.105
H (-3.33613, -2.34464, 3.47693)  0.095
H (-2.13120, 1.94828, -2.24495)  0.098
H (-0.26752, 4.35014, -5.26005)  0.121
H (2.15297, 2.11606, -2.53432)  0.106
H (2.97730, -1.44343, 0.90195)  0.108
H (3.33483, -0.26456, -0.33822)  0.115
H (3.15338, 3.77135, -4.02678)  0.116
H (2.05747, 5.08107, -4.56817)  0.132


2.
This record from the OMol25 dataset describes one molecule with the formula C4H6N2O. The level of theory is ωB97M-V/def2-TZVPD.

Properties
**Orbital gap**: 0.3605 Eh
**Molecular weight**: 98.1 g/mol
**SMILES string**: COc1cc[nH]n1
**Net charge**: 0
**Energy relative to the best compared isomer or geometry (same formula, charge and spin)**: 143.5 kJ/mol

Last column: Löwdin charge in e.
Positions of all 13 atoms, in Å:
C (-2.26088, 0.48076, 0.15023)  -0.088
O (-1.41244, -0.65982, 0.02756)  -0.071
C (-0.09846, -0.37330, -0.07919)  -0.394
N (0.31526, 0.86488, -0.26622)  0.086
N (1.65969, 0.77508, -0.24980)  -0.042
C (2.09988, -0.49427, -0.09637)  -0.111
C (0.98684, -1.29314, 0.02149)  -0.001
H (-3.27254, 0.09943, 0.30236)  0.088
H (-1.96282, 1.09683, 1.00655)  0.088
H (-2.23280, 1.10953, -0.74663)  0.085
H (2.18002, 1.56582, -0.58686)  0.145
H (3.15878, -0.71269, -0.02720)  0.114
H (0.97236, -2.36722, 0.14520)  0.100


3.
This record from the OMol25 dataset describes C34H68O38S5 as an isolated structure. The level of theory is ωB97M-V/def2-TZVPD.

Properties
**Orbital gap**: 0.3733 Eh
**Molecular weight**: 1245.2 g/mol
**Net charge**: 0
**Energy relative to the best compared isomer or geometry (same formula, charge and spin)**: 173.4 kJ/mol

Last column: Löwdin charge in e.
Positions of all 145 atoms, in Å:
C (6.42840, 3.63562, -0.69933)  -0.055
C (4.96614, 3.49452, -0.25506)  -0.207
O (4.60325, 2.17422, -0.68154)  0.010
C (4.72009, 1.26622, 0.29955)  -0.546
O (5.02639, 1.47252, 1.46627)  0.073
O (4.41297, 0.05689, -0.22349)  0.003
C (4.49865, -1.06150, 0.72325)  0.007
H (6.51623, 3.20817, -1.69582)  0.080
H (7.12593, 3.18285, 0.03021)  0.088
H (6.73738, 4.68033, -0.84923)  0.076
H (4.25276, 4.14647, -0.79189)  0.126
H (4.79968, 3.62980, 0.81038)  0.115
H (3.60905, -0.98205, 1.33276)  0.077
H (5.41657, -1.07714, 1.28705)  0.097
H (4.34812, -1.93638, 0.06935)  0.098
C (-3.99987, -4.55338, 1.41955)  -0.052
C (-3.29158, -3.19006, 1.52109)  -0.156
O (-3.49108, -2.30645, 0.29254)  -0.005
C (-4.70821, -1.69917, 0.30921)  -0.592
O (-5.41172, -1.64781, 1.26925)  0.134
O (-4.91395, -1.12110, -0.88946)  -0.003
C (-6.15455, -0.44180, -0.93926)  -0.045
H (-3.45035, -5.31171, 1.99011)  0.064
H (-4.08721, -4.91425, 0.36651)  0.079
H (-5.04706, -4.49994, 1.75058)  0.081
H (-2.18725, -3.27712, 1.51935)  0.100
H (-3.60000, -2.68310, 2.45654)  0.111
H (-6.94876, -1.05768, -1.30298)  0.089
H (-5.94375, 0.36015, -1.64015)  0.078
H (-6.42917, -0.03307, 0.03644)  0.099
C (-3.65057, 3.62114, -4.76333)  -0.013
C (-3.19451, 2.18771, -4.34310)  -0.152
O (-2.43698, 2.22606, -3.13041)  0.004
C (-3.14835, 2.28817, -2.04909)  -0.690
O (-4.33003, 2.25789, -1.98822)  0.131
O (-2.39310, 2.46592, -0.95602)  -0.028
C (-3.09882, 2.65311, 0.31391)  0.023
H (-4.27110, 3.62854, -5.65742)  0.079
H (-2.80940, 4.27023, -4.93513)  0.042
H (-4.26012, 4.06289, -3.95321)  0.083
H (-2.45735, 1.77493, -4.97233)  0.090
H (-3.95749, 1.44866, -4.07787)  0.131
H (-2.42183, 2.10164, 0.98682)  0.086
H (-4.05328, 2.12705, 0.29224)  0.092
H (-3.20829, 3.71272, 0.59513)  0.103
C (-1.75966, -1.00911, -2.73679)  -0.039
C (-2.30483, -1.73534, -3.90845)  -0.176
O (-3.16710, -2.79817, -3.44540)  0.041
C (-2.85989, -3.88542, -2.79803)  -0.619
O (-3.56758, -4.65666, -2.23696)  0.143
O (-1.53310, -4.18649, -3.00379)  -0.055
C (-0.89403, -5.10453, -2.06255)  -0.013
H (-0.88648, -0.43927, -3.12344)  0.086
H (-1.40646, -1.74592, -1.99521)  0.090
H (-2.43544, -0.32737, -2.18411)  0.085
H (-1.60460, -2.25964, -4.51661)  0.115
H (-2.94903, -1.17264, -4.56153)  0.118
H (-1.02611, -4.77719, -1.03574)  0.087
H (0.13780, -5.11614, -2.38030)  0.084
H (-1.38080, -6.08094, -2.16889)  0.094
C (1.80926, 1.81073, -4.43688)  -0.035
C (0.36044, 1.71933, -4.90627)  -0.225
O (-0.04858, 2.83750, -5.69158)  0.004
C (0.31248, 2.64391, -6.99475)  -0.601
O (0.84739, 1.68172, -7.42915)  0.150
O (-0.06566, 3.74793, -7.65365)  -0.005
C (0.16112, 3.66817, -9.07992)  -0.015
H (2.20405, 0.84766, -4.08523)  0.093
H (1.93646, 2.55561, -3.65373)  0.063
H (2.46973, 2.14963, -5.24040)  0.079
H (-0.34733, 1.69211, -4.05932)  0.102
H (0.16292, 0.85540, -5.53723)  0.118
H (1.14436, 3.19157, -9.20775)  0.100
H (0.15761, 4.64274, -9.50511)  0.083
H (-0.60419, 3.02105, -9.47380)  0.096
C (0.18187, -2.03888, 1.81675)  -0.024
C (-0.72219, -0.83694, 1.45679)  -0.172
O (-0.04636, 0.41860, 1.53617)  0.004
C (0.41406, 0.91375, 0.37647)  -0.570
O (0.74950, 0.30237, -0.57689)  0.175
O (0.36898, 2.28591, 0.49632)  -0.037
C (0.88161, 2.95026, -0.64531)  -0.046
H (0.48687, -2.62653, 0.94742)  0.074
H (-0.26923, -2.72795, 2.51431)  0.043
H (1.09295, -1.70779, 2.30464)  0.072
H (-1.54368, -0.79226, 2.18026)  0.107
H (-1.15595, -0.94437, 0.46991)  0.107
H (1.93987, 2.73600, -0.81771)  0.090
H (0.77978, 3.96653, -0.31059)  0.083
H (0.21767, 2.82865, -1.51275)  0.086
C (2.51685, -5.74009, 3.31073)  -0.156
C (3.04312, -6.92474, 2.61337)  -0.151
O (2.92107, -6.66885, 1.16758)  -0.168
S (2.83774, -5.06761, 0.98645)  0.494
O (2.05352, -4.78825, -0.07016)  -0.166
O (4.07322, -4.46792, 1.17434)  -0.191
O (1.99134, -4.79841, 2.30286)  -0.183
H (3.33302, -5.32852, 3.89725)  0.120
H (1.66715, -5.95968, 3.94180)  0.122
H (2.57461, -7.88144, 2.82998)  0.135
H (4.08327, -7.04199, 2.92210)  0.129
C (0.53431, 1.77559, 4.38828)  -0.186
C (-0.32370, 2.73453, 3.74043)  -0.149
O (-1.70442, 2.15613, 3.74050)  -0.183
S (-1.77410, 1.10252, 4.97993)  0.550
O (-2.01883, -0.17290, 4.47456)  -0.204
O (-2.51839, 1.56418, 6.02628)  -0.183
O (-0.23644, 1.19963, 5.49926)  -0.175
H (1.36746, 2.29859, 4.88384)  0.142
H (0.91712, 1.08817, 3.65977)  0.110
H (0.06005, 2.82793, 2.72416)  0.113
H (-0.44846, 3.74690, 4.15970)  0.145
C (-0.72130, 7.07637, -3.61132)  -0.124
C (-0.45943, 5.61925, -3.78464)  -0.188
O (-0.43226, 5.06338, -2.45550)  -0.196
S (-1.69221, 5.80588, -1.63984)  0.638
O (-1.28738, 6.01698, -0.30434)  -0.213
O (-2.96353, 5.26845, -1.92490)  -0.191
O (-1.60873, 7.22415, -2.43192)  -0.187
H (-1.15869, 7.36837, -4.53937)  0.127
H (0.16236, 7.63145, -3.31416)  0.134
H (0.46358, 5.43514, -4.30046)  0.135
H (-1.23588, 5.12952, -4.36044)  0.096
C (4.47746, 0.73820, 4.28738)  -0.148
C (5.39870, 0.17750, 5.32407)  -0.096
O (4.55734, -0.88348, 6.03881)  -0.200
S (3.33585, -1.37765, 5.02678)  0.593
O (2.16148, -1.10996, 5.76133)  -0.217
O (3.60604, -2.68604, 4.60646)  -0.214
O (3.57557, -0.34474, 3.80501)  -0.214
H (4.93239, 1.14748, 3.40293)  0.091
H (3.79782, 1.44882, 4.74307)  0.118
H (5.74290, 0.96880, 6.00878)  0.141
H (6.22458, -0.24429, 4.75812)  0.126
C (-0.20612, -4.77301, 6.82315)  -0.158
C (0.33224, -3.62897, 5.97263)  -0.180
O (-0.21157, -3.81987, 4.65863)  -0.208
S (-1.67807, -4.63180, 4.81517)  0.628
O (-1.59336, -5.79561, 4.01973)  -0.224
O (-2.77455, -3.77906, 4.65076)  -0.193
O (-1.56338, -5.01096, 6.39416)  -0.182
H (-0.09419, -4.60171, 7.90054)  0.141
H (0.33158, -5.68974, 6.56101)  0.124
H (1.39958, -3.53219, 5.95353)  0.104
H (-0.11264, -2.70269, 6.33485)  0.132


| no. | F_max (eV/A) |
| --- | --- |
| 1 | 3.17 |
| 2 | 0.30 |
| 3 | 6.53 |